(1)
The molecule C3H4BrNS in a non-equilibrium geometry. Source: the Open Molecules 2025 dataset; level of theory: ωB97M-V/def2-TZVPD.

- Relative energy (zero: lowest compared OMol25 entry of this formula, charge and spin): 373.8 kJ/mol
- HOMO (spin up / spin down): -8.98 / -7.35 eV

Geometry as XYZ:
```
10
Properties=species:S:1:pos:R:3:forces:R:3:lowdin_charge:R:1
C -2.7882 0.1047 -0.0474 2.25 0.99 -0.67 -0.701
C -0.4922 -0.4248 0.4659 2.36 2.54 1.01 -0.276
C -0.0302 0.8157 -0.4320 0.60 -1.17 -2.78 -0.709
N -1.8610 -0.4766 0.4512 -2.11 -1.78 0.93 -0.054
S -0.1767 2.4462 0.1795 -0.43 0.29 0.46 0.609
Br -4.5810 0.0322 -0.0429 -1.69 -0.40 0.27 0.752
H 0.0571 -1.3046 0.2056 -0.35 -0.85 -1.13 0.102
H -0.0757 -0.3702 1.5309 -0.92 0.69 -1.10 0.139
H 0.9832 0.6959 -0.8248 0.36 -0.36 0.83 0.034
H -0.5442 0.7448 -1.4916 -0.05 0.05 2.17 0.104
```
Positions in Å, forces in eV/Å.

(2)
C3H4CaLiO4 as an isolated structure in a non-equilibrium geometry. Source: the Open Molecules 2025 dataset; level of theory: ωB97M-V/def2-TZVPD.

- Relative energy (zero: lowest compared OMol25 entry of this formula, charge and spin): 276.7 kJ/mol
- Total charge: +1
- HOMO: -10.19 eV

Geometry as XYZ:
```
13
Properties=species:S:1:pos:R:3:forces:R:3:lowdin_charge:R:1
H -0.9136 -0.9261 1.7085 0.17 -0.20 0.00 0.154
C -0.1300 -1.6442 1.4482 -0.50 -0.20 -0.09 -0.419
C -0.2776 -3.0612 1.7417 0.05 -0.19 0.27 -0.081
O -0.4858 -2.5472 0.4188 -0.07 0.20 -0.08 -0.021
H 0.6305 -3.6579 1.8638 -0.25 0.20 -0.04 0.123
H -1.1720 -3.4314 2.2472 0.23 0.07 -0.12 0.115
O 1.1357 -1.1247 1.3825 0.42 0.66 -0.01 0.039
H 1.1019 -0.1773 1.1762 -0.01 -0.52 0.10 0.080
O 0.1422 2.6892 -1.9042 -0.39 -0.19 -0.37 0.084
C 0.8359 2.3177 -1.0435 1.08 0.58 0.82 -0.350
Li -0.6129 3.7506 -3.3619 0.05 -0.15 0.14 0.245
Ca -1.8241 5.7397 -5.4879 -0.04 0.07 -0.08 0.747
O 1.5696 2.0728 -0.1894 -0.72 -0.33 -0.56 0.285
```
Positions in Å, forces in eV/Å.

(3)
C3H4CaO as an isolated structure in a non-equilibrium geometry. Source: the Open Molecules 2025 dataset; level of theory: ωB97M-V/def2-TZVPD.

- Relative energy (zero: lowest compared OMol25 entry of this formula, charge and spin): 18.8 kJ/mol
- HOMO: -6.99 eV

Geometry as XYZ:
```
9
Properties=species:S:1:pos:R:3:forces:R:3:lowdin_charge:R:1
C -2.2185 -0.6382 0.2071 0.42 0.08 1.14 -0.138
C -0.9806 0.2204 0.3652 -0.65 -0.80 -0.54 -0.189
C -1.1185 -1.3301 0.2047 -0.13 1.34 0.85 -0.056
H -3.2429 -0.5639 0.5599 0.21 -0.23 -0.85 0.090
H -0.8316 0.6896 1.3514 0.22 -0.27 -0.38 0.066
H -0.6728 0.8349 -0.4985 0.10 -0.35 0.35 0.048
H -0.6506 -2.2478 0.5584 -0.15 0.32 -0.61 0.083
O -3.7447 0.7445 -1.7628 0.19 1.36 0.12 -1.033
Ca -3.3057 2.5673 -1.6034 -0.21 -1.45 -0.08 1.129
```
Positions in Å, forces in eV/Å.